DFT (the ωB97M-V functional and the def2-TZVPD basis) results for C4H8O2 in the gas phase.

The geometry in XYZ format:
```
14
C4H8O2 the ωB97M-V functional and the def2-TZVPD basis
C -0.0047 -0.4241 -1.4361
C -0.5340 -0.1906 -0.0308
O -1.9276 -0.2574 0.1235
C 0.2894 -0.5804 1.1702
C 0.1054 0.8651 0.8235
O 1.2378 1.5310 0.3575
H 0.6333 -1.3107 -1.5059
H 0.5894 0.4289 -1.7799
H -0.8491 -0.5468 -2.1198
H -2.1664 -1.1872 0.2281
H -0.2328 -0.9567 2.0459
H 1.2739 -1.0025 0.9884
H -0.5695 1.4459 1.4533
H 0.9468 2.1747 -0.3011
```

Results
total energy = -8371.41033 eV
HOMO level = -9.638 eV
strongest force on any atom = 0.3 eV/Å
SMILES = C[C@@]1(O)C[C@H]1O